Formula: C4H9BO2
Source: OMol25
Level of theory: wB97M-V/def2-TZVPD

Each line ends with the Löwdin charge.
Atoms and positions in Å:
1 B 1.35 -1.31 0.25  -0.4923
2 C 2.39 -0.23 0.44  0.0639
3 C -1.71 -0.50 0.34  -0.0652
4 C -0.34 1.61 -0.27  -0.0327
5 C -0.67 0.09 -0.63  -0.4112
6 O 3.15 0.61 0.26  0.2618
7 O 0.45 -0.78 -0.78  -0.1063
8 H 0.90 -1.81 1.24  0.0827
9 H 2.12 -1.90 -0.44  0.1192
10 H -1.12 -0.93 1.24  0.0827
11 H -2.34 0.42 0.73  0.1083
12 H -2.42 -1.27 0.00  0.0711
13 H 0.54 2.02 -0.80  0.0716
14 H 0.02 1.78 0.70  0.0490
15 H -1.14 2.19 -0.67  0.0688
16 H -1.17 0.04 -1.60  0.1286

Properties
LUMO ... 0.1 eV
HOMO ... -9.766 eV
Energy ... -333.095328 hartree
Largest force on an atom ... 3.9 eV Å⁻¹
Frontier orbital gap ... 9.9 eV
ΔE to the lowest compared entry with this formula, charge and spin ... 3.584 eV

---

Formula: C4H9BO5S
Source: OMol25
Level of theory: wB97M-V/def2-TZVPD

Each line ends with the Löwdin charge.
Atoms and positions in Å:
1 O 2.31 -2.22 0.84  -0.3870
2 S 2.08 -1.60 -0.44  0.9484
3 O 2.42 -0.02 -0.14  -0.3277
4 C 1.53 0.98 -0.64  -0.2345
5 C 0.53 1.33 0.45  -0.1576
6 C 0.02 0.07 1.14  -0.1494
7 C -0.49 -1.04 0.23  -0.2135
8 B -1.74 -0.52 -0.61  -0.5861
9 O -1.53 0.32 -1.68  0.1846
10 O -3.01 -0.94 -0.29  0.1679
11 O 0.49 -1.58 -0.72  -0.3247
12 H 1.02 0.64 -1.54  0.1102
13 H 2.11 1.85 -0.92  0.1244
14 H -0.26 1.96 0.05  0.1125
15 H 1.08 1.90 1.21  0.1192
16 H -0.82 0.35 1.78  0.1288
17 H 0.78 -0.30 1.83  0.1158
18 H -0.84 -1.86 0.86  0.1453
19 H -2.19 1.03 -1.70  0.1167
20 H -3.49 -0.35 0.29  0.1066

Properties
LUMO ... 0.0 eV
HOMO ... -9.801 eV
Energy ... -957.115200 hartree
Largest force on an atom ... 0.8 eV Å⁻¹
Frontier orbital gap ... 9.8 eV

---

Formula: C4H9BrN
Source: OMol25
Level of theory: wB97M-V/def2-TZVPD

Each line ends with the Löwdin charge.
Atoms and positions in Å:
1 C -0.14 -2.23 2.43  -0.0606
2 C 0.72 -2.09 1.39  -0.6177
3 C -0.06 1.02 -1.45  -0.1762
4 C -1.22 1.84 -1.07  -0.0007
5 N 1.14 1.28 -1.14  0.2274
6 Br 0.12 -2.10 -0.41  0.6869
7 H 0.18 -2.10 3.40  0.0365
8 H -1.17 -2.63 2.31  0.0798
9 H 1.77 -1.85 1.49  0.0382
10 H -0.33 0.21 -2.27  0.1735
11 H -1.74 2.21 -1.94  0.1111
12 H -0.80 2.59 -0.41  0.1010
13 H -1.77 1.10 -0.49  0.1144
14 H 1.43 2.14 -0.70  0.1563
15 H 1.87 0.61 -1.15  0.1302

Properties
LUMO ... -4.9 eV
HOMO ... -12.969 eV
Energy ... -2786.264938 hartree
Largest force on an atom ... 3.9 eV Å⁻¹
Total charge ... +1
Frontier orbital gap ... 8.1 eV
ΔE to the lowest compared entry with this formula, charge and spin ... 0.117 eV

---

Formula: C4H9BrN3O
Source: OMol25
Level of theory: wB97M-V/def2-TZVPD

Each line ends with the Löwdin charge.
Atoms and positions in Å:
1 C -0.34 1.49 1.73  -0.0229
2 N -0.74 1.06 0.41  0.0017
3 N 0.26 0.98 -0.69  0.0971
4 C 1.37 0.22 -0.30  -0.5812
5 O 2.36 0.67 0.21  0.1363
6 N 1.24 -1.11 -0.53  0.0816
7 C 0.16 -1.91 -0.82  -0.2591
8 C -0.91 -1.61 -1.54  -0.5868
9 Br -2.27 -2.92 -1.87  0.6928
10 H 0.14 2.45 1.76  0.1023
11 H -1.18 1.64 2.42  0.1182
12 H 0.42 0.76 2.19  0.1495
13 H -0.96 0.02 0.62  0.1968
14 H -1.57 1.54 -0.09  0.2390
15 H 0.68 1.98 -0.82  0.2072
16 H 2.10 -1.69 -0.23  0.2132
17 H 0.38 -2.85 -0.27  0.1401
18 H -1.15 -0.72 -2.20  0.0742

Properties
LUMO ... -4.0 eV
HOMO ... -12.571 eV
Energy ... -2970.994085 hartree
Largest force on an atom ... 3.8 eV Å⁻¹
Total charge ... +1
Frontier orbital gap ... 8.6 eV
Structure (SMILES) ... C[NH2+]NC(=O)N/C=C/Br
ΔE to the lowest compared entry with this formula, charge and spin ... 1.883 eV

---

Formula: C4H9BrNO
Source: OMol25
Level of theory: wB97M-V/def2-TZVPD

Each line ends with the Löwdin charge.
Atoms and positions in Å:
1 C 0.56 -0.28 0.45  0.1371
2 C 0.19 0.95 -0.09  -0.5702
3 C -1.45 2.83 -0.53  -0.0371
4 C -0.89 1.81 0.34  -0.3448
5 N 2.06 -2.08 -1.54  0.0140
6 O -1.18 1.83 1.59  0.2033
7 Br 0.86 1.51 -1.80  0.8553
8 H 0.36 -0.52 1.53  0.1253
9 H 1.12 -0.95 -0.24  0.0279
10 H -2.39 2.49 -0.97  0.1382
11 H -0.83 3.06 -1.39  0.0168
12 H -1.76 3.73 0.04  0.1295
13 H 1.50 -2.93 -1.41  0.0407
14 H 3.00 -2.42 -1.61  0.0308
15 H 1.66 -1.83 -2.44  0.0353
16 H -1.98 2.41 1.74  0.1977

Properties
LUMO ... -5.9 eV
HOMO ... -13.840 eV
Energy ... -2861.496051 hartree
Largest force on an atom ... 2.3 eV Å⁻¹
Total charge ... +1
Frontier orbital gap ... 8.0 eV
ΔE to the lowest compared entry with this formula, charge and spin ... 1.148 eV

---

Formula: C4H9BrNO
Source: OMol25
Level of theory: wB97M-V/def2-TZVPD

Each line ends with the Löwdin charge.
Atoms and positions in Å:
1 C -1.84 -0.81 -0.80  0.0507
2 C -0.72 -0.86 -0.17  -0.2556
3 C 0.66 1.94 -0.68  -0.0607
4 C 0.94 0.68 0.06  -0.7163
5 N -0.30 -1.78 0.76  0.1592
6 O 1.02 0.67 1.41  -0.0764
7 Br 2.40 -0.52 -0.63  0.7408
8 H -2.55 -1.67 -0.80  0.0963
9 H -2.25 -0.02 -1.45  0.0912
10 H 1.67 2.48 -0.43  0.1499
11 H -0.19 2.48 -0.34  0.0858
12 H 0.53 1.63 -1.68  0.0708
13 H -0.04 -1.11 1.52  0.1675
14 H 0.54 -2.25 0.52  0.1095
15 H -1.14 -2.44 0.96  0.2247
16 H 1.26 1.56 1.77  0.1626

Properties
LUMO ... -3.9 eV
HOMO ... -13.307 eV
Energy ... -2861.427492 hartree
Largest force on an atom ... 6.3 eV Å⁻¹
Total charge ... +1
Frontier orbital gap ... 9.4 eV
ΔE to the lowest compared entry with this formula, charge and spin ... 3.014 eV